Density functional theory data (wB97M-V/def2-TZVPD) for a cluster of 6 separate species, C22H29F8O16P in total at a distorted geometry.

The geometry in ORCA input format:
```
! wB97M-V def2-TZVPD RIJCOSX def2/J DEFGRID3
* xyz 0 1
F 2.77925 0.33976 2.49788
C 1.62895 0.85340 2.02192
F 0.61785 0.37243 2.78409
C 1.74304 2.38597 2.16366
F 2.47171 2.66298 3.27767
F 2.41585 2.88898 1.09540
C 0.39709 3.12610 2.32872
F -0.24553 2.69164 3.44445
F 0.69832 4.44901 2.51581
C -0.53296 3.09042 1.10641
F -0.71392 1.80200 0.71346
F 0.12356 3.72512 0.08865
C -1.88086 3.79335 1.35612
O -2.94893 2.90616 1.30936
C -3.41714 2.39282 2.53945
C -3.78322 0.91252 2.42015
P -4.04180 0.41407 0.65456
H 1.50318 0.51512 0.99890
H -2.02963 4.50198 0.55195
H -1.84490 4.36539 2.27878
H -4.29909 2.94759 2.85100
H -2.68678 2.51665 3.33381
H -3.05471 0.27748 2.90956
H -4.73609 0.75582 2.90828
H -4.13322 -0.98236 0.74627
H -2.78383 0.58385 0.05314
O 1.03031 -5.32182 0.77307
C 1.39369 -4.57348 1.62393
O 2.59535 -4.62801 2.23397
C 2.75407 -3.43462 3.01818
C 1.32229 -3.01792 3.25946
O 0.64754 -3.55777 2.11448
H 3.28853 -3.64886 3.94183
H 3.30915 -2.70650 2.43445
H 0.90391 -3.47472 4.15852
H 1.18676 -1.94388 3.31089
O -4.61222 -3.00104 1.99866
C -3.81645 -3.87970 1.98269
O -2.63124 -3.86855 2.63833
C -2.06338 -5.18049 2.55857
C -2.72377 -5.74311 1.31824
O -3.96836 -5.03685 1.29532
H -0.98218 -5.12142 2.47725
H -2.32854 -5.73292 3.46199
H -2.16789 -5.51111 0.40837
H -2.89764 -6.81444 1.37006
O -3.76837 6.05089 -0.81324
C -2.93922 6.13539 -1.65398
O -3.11959 6.69520 -2.87368
C -1.84190 6.81814 -3.50596
C -1.02839 5.75198 -2.80037
O -1.66614 5.68309 -1.52261
H -1.93238 6.65499 -4.57637
H -1.45706 7.82344 -3.32641
H -1.10605 4.77654 -3.28388
H 0.02026 6.01306 -2.68655
O 2.86540 -1.77991 0.63007
C 3.42770 -2.14237 -0.35593
O 3.31323 -1.54696 -1.56014
C 4.28898 -2.12661 -2.43685
C 4.53990 -3.47438 -1.79361
O 4.25411 -3.20175 -0.41401
H 3.89941 -2.19782 -3.44895
H 5.17715 -1.49378 -2.44094
H 3.85168 -4.24435 -2.14455
H 5.56037 -3.82638 -1.91110
O 4.00499 -0.83246 -6.39171
C 2.94566 -0.65783 -5.89017
O 2.61292 0.42506 -5.14640
C 1.20392 0.38353 -4.89383
C 0.89593 -1.09235 -5.03854
O 1.90556 -1.52365 -5.96002
H 0.98501 0.77415 -3.90375
H 0.69541 0.99232 -5.64337
H 1.01890 -1.63697 -4.10050
H -0.09349 -1.29125 -5.44032
*
```

Summary:
E_HOMO	-8.1	eV
LUMO	0.075	eV
DFT total energy	-3199.85191	hartree
Kohn-Sham gap	8.17	eV
SMILES	FC(F)C(F)(F)C(F)(F)C(F)(F)COCCP.O=C1OCCO1.O=C1OCCO1.O=C1OCCO1.O=C1OCCO1.O=C1OCCO1

=====

Density functional theory data (wB97M-V/def2-TZVPD) for an isolated molecule of C6H10O.

The geometry in ORCA input format:
```
! wB97M-V def2-TZVPD RIJCOSX def2/J DEFGRID3
* xyz 0 1
C -0.12385 -0.93589 -1.56175
C -0.61012 0.10744 -0.55751
C -1.17606 -0.56354 0.72096
C -0.15838 -0.25131 1.78575
C 0.77189 0.59896 1.36414
C 0.54497 1.02793 -0.06622
O 1.68488 0.86486 -0.90239
H 0.62451 -1.59298 -1.10532
H -0.96606 -1.55026 -1.89896
H 0.33927 -0.46579 -2.43217
H -1.38159 0.71938 -1.03832
H -1.29831 -1.64682 0.58831
H -2.16352 -0.16486 0.99085
H -0.21154 -0.66946 2.78706
H 1.59147 0.98667 1.96588
H 0.23272 2.08689 -0.10378
H 2.34025 1.51604 -0.62773
*
```

Summary:
E_HOMO	-9.4	eV
LUMO	0.940	eV
energy above the lowest of the compared OMol25 structures with the same formula, charge and spin	22.78	kJ/mol
DFT total energy	-309.83370	hartree
Kohn-Sham gap	10.35	eV
SMILES	C[C@H]1CC=C[C@H]1O